1.
A cluster of 2 separate species, C3H12N2O in total. Source: the OMol25 dataset; level of theory: ωB97M-V with the def2-TZVPD basis set.

## Properties
Energy relative to the best compared isomer or geometry (same formula, charge and spin) (kJ/mol): 157.88
Net charge: 0
Strongest force on any atom (eV/Å): 5.8
SMILES: CCO.NCN

Each line ends with the natural charge from an NBO analysis.
Element x y z (Å)
C -0.5681 -3.7749 -0.4102  -0.62
C -0.2021 -2.3426 -0.2615  -0.07
O -1.4301 -1.7360 -0.1512  -0.72
H -0.8352 -3.9592 -1.5205  0.20
H 0.2603 -4.4430 -0.2869  0.21
H -1.4659 -4.1122 0.1641  0.22
H 0.2257 -2.0561 -1.2155  0.16
H 0.4501 -2.1269 0.6317  0.15
H -1.3632 -0.8372 -0.6003  0.47
N 0.8809 3.6933 1.2233  -0.86
C 0.9597 2.9301 -0.0017  -0.05
N -0.0769 1.9596 -0.1502  -0.88
H -0.1156 4.0547 1.2420  0.34
H 1.0993 3.3815 2.1208  0.36
H 0.8246 3.7662 -0.7632  0.16
H 1.9729 2.4902 -0.1758  0.19
H 0.3220 0.9641 -0.0671  0.37
H -0.9384 2.1484 0.2222  0.37

2.
A structure of composition C25H27AsCl2NO5PRuS2. Source: the OMol25 dataset; level of theory: ωB97M-V with the def2-TZVPD basis set.

## Properties
Energy relative to the best compared isomer or geometry (same formula, charge and spin) (kJ/mol): 0.00
Net charge: +2
Strongest force on any atom (eV/Å): 0.6
Multiplicity: 5
⟨S²⟩: 6.045

Each line ends with the Löwdin spin population.
Element x y z (Å)
Ru 0.0038 0.2434 0.8124  2.45
Cl 1.1632 6.4528 4.7100  0.12
C 0.8692 4.8995 4.1243  0.20
C 0.1361 3.9900 4.8935  -0.03
C -0.0879 2.7248 4.4143  0.15
Cl -0.9784 1.5952 5.3049  0.07
C 0.4196 2.3115 3.1106  0.11
O 0.2039 1.1450 2.7034  0.24
C 1.1808 3.2826 2.3538  0.08
C 1.7971 2.9264 1.0645  0.02
O 1.7236 1.8314 0.5386  0.09
C 1.3879 4.5350 2.8527  0.07
H -0.2471 4.2853 5.8603  0.00
H 2.3819 3.7171 0.5727  0.00
H 1.9582 5.2636 2.2897  0.00
C 2.0566 -1.1271 3.1961  0.01
P 1.0058 -1.7138 1.8385  0.03
C 0.2496 -3.2021 2.5184  0.00
C 2.1386 -2.1819 0.5157  0.02
C 2.0120 -3.4042 -0.1473  0.01
C 2.8408 -3.6963 -1.2182  0.00
C 3.7877 -2.7717 -1.6416  0.01
C 3.9215 -1.5583 -0.9824  0.00
C 3.1005 -1.2617 0.0936  0.02
H 2.6777 -0.2908 2.8809  0.00
H 2.6959 -1.9462 3.5267  0.00
H 1.4257 -0.8057 4.0252  0.00
H 1.0638 -3.9105 2.6811  0.00
H -0.5014 -3.6186 1.8575  0.00
H -0.2030 -2.9531 3.4784  0.00
H 1.2742 -4.1277 0.1724  0.00
H 2.7523 -4.6504 -1.7194  0.00
H 4.4273 -3.0024 -2.4825  0.00
H 4.6671 -0.8437 -1.3021  0.00
H 3.2243 -0.3124 0.6027  0.00
O -1.1079 -2.9279 -0.1181  0.02
C -0.8073 -2.1600 -0.9972  0.01
N -0.6428 -0.7890 -0.8011  0.05
S -0.2276 -0.0049 -2.2030  0.01
O -1.3198 0.8025 -2.6861  0.00
O 1.0157 0.6728 -1.9487  0.02
C -0.1122 -1.4502 -3.1754  0.00
C 0.2567 -1.5707 -4.4996  0.00
C 0.1907 -2.8452 -5.0510  0.00
C -0.2453 -3.9360 -4.3005  0.00
C -0.6156 -3.7882 -2.9698  0.00
C -0.5357 -2.5244 -2.4136  0.00
H 0.5808 -0.7208 -5.0838  0.00
H 0.4775 -2.9888 -6.0837  0.00
H -0.2958 -4.9115 -4.7644  0.00
H -0.9545 -4.6249 -2.3743  0.00
C -2.7584 3.4014 -2.1071  0.01
As -3.2639 2.0965 -0.8023  0.03
C -4.1170 0.5319 -1.4933  0.00
C -4.6414 2.9702 0.2096  0.01
S -1.7914 1.8099 0.7750  0.17
H -3.6763 3.7476 -2.5824  0.00
H -2.0757 2.9799 -2.8334  0.00
H -2.2899 4.2215 -1.5648  0.00
H -5.0440 0.8722 -1.9560  0.00
H -4.3411 -0.1143 -0.6456  0.00
H -3.4844 0.0280 -2.2158  0.00
H -5.4441 3.2572 -0.4696  0.00
H -4.2344 3.8558 0.6931  0.00
H -5.0236 2.2846 0.9636  0.00

3.
A structure of composition C8H22ClN2O2Pd. Source: the OMol25 dataset; level of theory: ωB97M-V with the def2-TZVPD basis set.

## Properties
Energy relative to the best compared isomer or geometry (same formula, charge and spin) (kJ/mol): 0.00
Net charge: +1
Strongest force on any atom (eV/Å): 1.7
Multiplicity: 3
⟨S²⟩: 2.007

Each line ends with the Löwdin spin population.
Element x y z (Å)
Pd 5.2421 -29.6169 -12.3685  0.84
Cl 5.9341 -29.0894 -14.7028  0.09
C 1.5891 -29.9750 -12.9189  0.00
C 2.3348 -28.8798 -13.6608  0.01
C 1.4347 -27.7121 -13.9548  0.00
O 0.4165 -28.0968 -14.8295  0.00
C -0.5107 -27.0602 -15.0345  0.00
N 3.4565 -28.3806 -12.7858  0.07
H 0.6384 -30.2049 -13.3988  0.00
H 1.3368 -29.6565 -11.9035  0.00
H 2.1809 -30.8901 -12.8888  0.00
H 2.7657 -29.2932 -14.5709  0.00
H 1.9803 -26.8444 -14.3745  0.00
H 0.9919 -27.2800 -13.0344  0.00
H -0.0022 -26.1090 -15.2342  0.00
H -1.1491 -26.9350 -14.1488  0.00
H -1.1656 -27.2806 -15.8726  0.00
H 3.0274 -27.7707 -12.0899  0.01
H 3.9307 -27.7127 -13.3996  0.00
C 11.2765 -29.9793 -14.3040  0.01
C 9.9589 -30.5205 -14.8284  0.13
C 9.8003 -32.0389 -14.9550  0.04
O 10.8022 -32.4783 -15.8073  0.01
C 11.0326 -33.8809 -15.7264  0.00
N 8.8439 -29.9391 -14.2068  0.67
H 11.2286 -28.8906 -14.2627  0.00
H 12.1084 -30.2763 -14.9359  0.00
H 11.4986 -30.3600 -13.3038  0.00
H 9.9324 -30.1592 -15.8922  0.08
H 8.8101 -32.2398 -15.3958  0.00
H 9.8428 -32.5202 -13.9688  0.00
H 11.7074 -34.1285 -16.5423  0.00
H 10.1051 -34.4313 -15.9104  0.00
H 11.4988 -34.1652 -14.7817  0.00
H 8.9985 -29.0091 -13.8120  0.02
H 7.9048 -29.9459 -14.6670  0.02

4.
An isolated molecule of C5H9N. Source: the OMol25 dataset; level of theory: ωB97M-V with the def2-TZVPD basis set.

## Properties
Energy relative to the best compared isomer or geometry (same formula, charge and spin) (kJ/mol): 242.63
Net charge: 0
Strongest force on any atom (eV/Å): 2.1
SMILES: C1CC1[C@@H]1CN1

Each line ends with the natural charge from an NBO analysis.
Element x y z (Å)
C -1.0773 -0.3339 -1.3154  -0.42
C -1.8223 0.7129 -0.5010  -0.42
C -0.7569 -0.2309 0.1422  -0.24
C 0.6387 0.2909 0.4464  -0.07
C 1.8594 -0.6134 0.6534  -0.28
N 1.2853 0.1952 1.7270  -0.58
H -0.2353 -0.0213 -1.9413  0.21
H -1.4869 -1.2773 -1.7953  0.22
H -2.8301 0.5752 -0.2673  0.21
H -1.6522 1.7920 -0.5504  0.21
H -1.1059 -0.9977 0.7951  0.22
H 0.8607 1.1060 -0.1792  0.18
H 1.6303 -1.6888 0.7691  0.19
H 2.8257 -0.4615 0.0919  0.20
H 1.8668 0.9527 1.9249  0.35

5.
A cluster of 2 separate species, C6H15O2 in total. Source: the OMol25 dataset; level of theory: ωB97M-V with the def2-TZVPD basis set.

## Properties
Energy relative to the best compared isomer or geometry (same formula, charge and spin) (kJ/mol): 76.73
Net charge: 0
Strongest force on any atom (eV/Å): 2.3
Multiplicity: 2
⟨S²⟩: 0.754

Each line ends with the Löwdin spin population.
Element x y z (Å)
C -2.5349 -1.0020 1.2240  0.10
O -1.9010 -2.1967 1.1314  0.75
C -1.8747 0.1873 0.4152  0.01
C -0.3863 -0.0667 0.0863  0.00
C 0.2832 0.8504 -0.9398  0.00
C 1.8188 0.6298 -0.9158  0.00
C 2.4807 1.6384 -1.8640  0.00
H -2.7312 -0.5602 2.2112  0.03
H -3.5517 -1.2630 0.8679  0.06
H -1.8450 0.9202 1.2306  0.00
H -2.4013 0.4654 -0.4731  0.00
H 0.2445 -0.0220 0.9622  0.00
H -0.4289 -1.1170 -0.2236  0.00
H -0.0597 0.6162 -1.9490  0.00
H 0.0073 1.8724 -0.7091  0.00
H 1.9231 -0.4220 -1.1595  0.00
H 2.1230 0.7660 0.1232  0.00
H 3.0128 2.3630 -1.2330  0.00
H 3.2732 1.2087 -2.4645  0.00
H 1.7985 2.2789 -2.4213  0.00
H 0.9375 -2.0603 1.9382  0.00
H -0.4331 -2.5763 1.7328  0.00
O 0.2452 -2.5107 2.4295  0.05

Number 3 is which compound? C8H22ClN2O2Pd